Entry 1:
The following is a DFT calculation (ωB97M-V/def2-TZVPD) of a single CH3ClN2O2 molecule in a non-equilibrium geometry.

The HOMO energy is -9.571 eV. The calculation puts the energy above the lowest of the compared OMol25 structures with the same formula, charge and spin at 217.7 kJ/mol. The net charge is 0. As for the SMILES: [O-]/[N+](CCl)=N\O. As for the HOMO-LUMO gap: 9.71 eV. The calculation puts the LUMO energy at 0.144 eV.

CARTESIAN COORDINATES (ANGSTROEM)
C -0.08486 0.12886 -1.31919
N 0.56538 0.25335 0.87340
N -0.35058 -0.19079 0.06037
O -1.34540 -0.72087 0.49905
O 0.17258 -0.18166 2.15117
Cl 1.17615 -1.06257 -1.88893
H -1.01243 0.14527 -1.93407
H 0.46284 1.04695 -1.17083
H 0.41633 0.58145 2.72903

---

Entry 2:
The following is a DFT calculation (ωB97M-V/def2-TZVPD) of a single CH3ClN2O2 molecule in a non-equilibrium geometry.

The HOMO energy is -9.367 eV. The calculation puts the energy above the lowest of the compared OMol25 structures with the same formula, charge and spin at 100.1 kJ/mol. The net charge is 0. As for the SMILES: NNOC(=O)Cl. As for the HOMO-LUMO gap: 9.90 eV. The calculation puts the LUMO energy at 0.531 eV.

CARTESIAN COORDINATES (ANGSTROEM)
C -0.58824 -1.18304 -0.87667
N 0.20504 1.27220 1.09204
N 0.92499 0.61410 -0.04921
O -1.20374 -0.34200 -1.42597
O 0.82025 -0.69649 -0.20740
Cl -0.95151 -2.78325 -0.77776
H -0.59865 0.76217 1.23253
H 0.75730 1.24020 1.91097
H 0.63455 1.11611 -0.89852

---

Entry 3:
The following is a DFT calculation (ωB97M-V/def2-TZVPD) of a single CH3ClN4O2 molecule in a non-equilibrium geometry.

The HOMO energy (alpha / beta) is -5.457 / -10.070 eV. The calculation puts the energy above the lowest of the compared OMol25 structures with the same formula, charge and spin at 19.1 kJ/mol. The net charge is 0. As for the HOMO-LUMO gap (alpha / beta): 5.42 / 6.43 eV. As for the spin multiplicity: 3. The calculation puts the LUMO energy (alpha / beta) at -0.033 / -3.636 eV.

CARTESIAN COORDINATES (ANGSTROEM)
C -0.86865 -0.04224 0.00628
N -2.08921 -0.11072 -0.07004
N 0.12195 -0.99882 0.02980
N -0.14996 1.43786 0.27685
N 1.10318 1.78607 -0.02618
O 1.54951 2.92611 0.01672
O 1.80742 0.83320 -0.42820
Cl -3.22824 1.08981 -0.07547
H -0.03096 -1.94466 0.03075
H 0.98825 -0.49785 -0.16376
H -0.75386 2.20592 0.53548